1.
140
Properties=species:S:1:pos:R:3:mulliken_charge:R:1 method="wB97M-V/def2-TZVPD" charge=+1 e_above_lowest_kcal_mol=0.0 fmax_ev_per_a=3.315 homo_ev=-10.681
C -3.71670 -1.52957 -2.25049 -2.15
C -2.47402 -0.74220 -1.77337 0.21
C -2.52491 -0.00787 -0.41091 -0.29
C -3.33355 -0.76519 0.65669 -1.50
C -2.78070 1.55471 -0.51217 3.44
S -2.97675 2.36105 1.11399 1.54
O -2.67309 3.75643 1.06099 -0.64
O -4.33250 2.20740 1.57773 -0.68
C -1.96985 1.71196 2.56743 0.44
F -2.49664 0.63162 3.15239 -0.27
F -2.23860 2.67616 3.48029 -0.25
C -0.41159 1.70527 2.53422 0.48
F 0.14096 0.88218 1.62458 -0.22
F -0.05108 2.98130 2.35821 -0.25
C 0.25708 1.33535 3.91482 0.48
F 0.18050 2.35887 4.75792 -0.29
F -0.23385 0.20546 4.45043 0.00
C 1.80946 1.06389 3.73240 0.51
F 2.32679 1.17078 4.96901 -0.27
F 2.41740 1.97078 2.98384 -0.23
F 2.08176 -0.18456 3.34901 -0.15
C -1.50418 2.09796 -1.23437 -3.09
O -0.61644 2.72624 -0.32052 -0.63
C -1.75893 3.11356 -2.39180 0.98
C -0.37753 3.47425 -2.96975 -0.93
C 0.09358 4.84679 -2.45451 -1.32
C -0.77176 5.98075 -2.97444 0.39
F -1.37876 5.92844 -4.17248 -0.27
C -0.98262 7.04749 -2.19758 0.32
F -0.05434 7.56294 -1.41658 -0.23
F -2.15107 7.66473 -2.10992 -0.23
C -2.61582 2.39037 -3.42647 0.99
C -3.01181 3.25729 -4.65921 -1.70
O -2.10423 3.08674 -5.70408 0.15
C -2.32655 1.84773 -6.38231 -0.53
N -3.83163 1.71906 -2.83164 0.20
C -4.03862 1.81113 -1.37007 -2.69
N -5.12397 0.90191 -1.03052 0.02
I -4.97819 3.83157 -1.16660 0.27
H -3.48643 -2.59042 -2.34137 0.43
H -3.99632 -1.21689 -3.26628 0.45
H -4.59289 -1.44630 -1.61639 0.38
H -2.17715 -0.07511 -2.58284 -0.74
H -1.65744 -1.45039 -1.71181 0.85
H -1.48741 -0.03005 -0.06455 0.64
H -3.84048 -1.66321 0.31497 0.55
H -4.07880 -0.17073 1.18052 0.46
H -2.65488 -1.11522 1.43326 -0.14
H -0.92555 1.30409 -1.70983 1.24
H 0.26673 2.37158 -0.44799 0.74
H -2.16371 4.05752 -2.02309 0.63
H -0.39138 3.52544 -4.05736 0.44
H 0.38065 2.73177 -2.71761 0.45
H 0.02204 4.87974 -1.36938 0.16
H 1.13815 5.01984 -2.73109 0.67
H -1.98884 1.60536 -3.85470 -1.02
H -4.01523 2.98189 -5.03635 0.75
H -3.08677 4.29999 -4.34970 0.04
H -1.55241 1.13181 -6.06694 0.15
H -2.13706 2.03178 -7.44247 0.28
H -3.33560 1.44064 -6.26250 0.30
H -4.63824 2.18844 -3.25968 0.83
H -3.88530 0.76653 -3.21379 0.52
H -5.67655 1.36481 -0.31746 0.49
H -5.72100 0.77561 -1.84137 0.27
C -0.18787 -2.19727 7.81027 -0.85
C 0.95071 -2.68771 6.90628 0.24
C 0.94207 -4.21835 6.94819 -0.47
S -0.75508 -4.70388 7.28749 1.12
O -0.80580 -5.34226 8.57610 -0.69
O -1.32312 -5.32694 6.11293 -0.61
C -1.40517 -3.04277 7.44597 -0.68
H -0.38475 -1.13469 7.67305 0.37
H 0.07723 -2.35901 8.85730 0.36
H 0.77464 -2.34459 5.88256 -0.42
H 1.91241 -2.29632 7.21863 0.50
H 1.25402 -4.65398 6.00208 0.22
H 1.56632 -4.59923 7.75315 0.30
H -2.18796 -3.02733 8.20095 0.52
H -1.81297 -2.75184 6.47726 0.24
C 5.32343 -5.51468 9.13989 -0.50
C 6.16592 -5.97905 7.94490 -0.64
C 5.80385 -5.08392 6.75275 -0.62
S 5.28280 -3.51115 7.44790 0.95
O 3.88061 -3.31533 7.15008 -0.50
O 6.26143 -2.50177 7.14523 -0.71
C 5.43762 -3.99346 9.16299 -0.71
H 5.66875 -5.95418 10.07402 0.36
H 4.28129 -5.80886 8.99381 0.23
H 7.22568 -5.86635 8.18107 0.31
H 5.99304 -7.02878 7.71314 0.34
H 6.65266 -4.91556 6.09494 0.33
H 4.96942 -5.49069 6.18393 0.35
H 4.66110 -3.50930 9.75093 0.39
H 6.42149 -3.67568 9.50646 0.36
C -0.74058 -3.60371 3.34405 0.09
C -0.20496 -5.02645 3.17969 -0.51
C -0.07249 -5.29904 1.67497 -0.97
S 0.21250 -3.70289 0.90362 1.21
O -0.91790 -3.38627 0.05757 -0.61
O 1.56254 -3.63877 0.40344 -0.76
C 0.08745 -2.73703 2.40345 0.44
H -0.66252 -3.25999 4.37259 -0.59
H -1.79487 -3.57047 3.05646 0.37
H 0.77608 -5.10305 3.65365 0.13
H -0.85449 -5.75544 3.65695 0.48
H 0.76366 -5.95608 1.44947 0.45
H -0.98995 -5.71276 1.25983 0.38
H -0.37212 -1.77559 2.18551 -0.62
H 1.09692 -2.59148 2.78776 0.41
C 2.05828 -2.34206 -5.16657 -0.72
C 2.91276 -1.07542 -5.03034 -0.74
C 1.99586 0.12883 -5.28429 -0.73
S 0.35128 -0.39248 -4.79877 1.25
O -0.50158 -0.41384 -5.96935 -1.01
O -0.05256 0.32027 -3.59997 -0.57
C 0.78603 -2.07163 -4.37038 -0.83
H 2.57811 -3.22386 -4.79674 0.38
H 1.81238 -2.51111 -6.21727 0.30
H 3.32209 -1.02043 -4.01959 0.31
H 3.75238 -1.07868 -5.72288 0.37
H 2.28267 0.99525 -4.69503 0.33
H 1.96213 0.39747 -6.33727 0.41
H -0.03536 -2.73893 -4.62329 0.52
H 0.97667 -2.10109 -3.29675 0.32
C 2.38835 5.69624 -8.41519 -0.61
C 1.23230 5.15878 -9.26843 -0.68
C 0.68036 3.91403 -8.56177 -0.64
S 1.00883 4.14316 -6.81002 1.39
O 1.95064 3.13273 -6.37673 -0.81
O -0.23375 4.35196 -6.10966 -0.66
C 1.87638 5.69986 -6.97858 -0.84
H 2.69605 6.69139 -8.73160 0.38
H 3.25172 5.03278 -8.50196 0.27
H 0.45045 5.91710 -9.34171 0.30
H 1.55447 4.92321 -10.28135 0.36
H -0.39129 3.80228 -8.70850 0.28
H 1.19478 3.00958 -8.88246 0.39
H 2.66944 5.75909 -6.23605 0.45
H 1.15163 6.49816 -6.81912 0.35

2.
62
Properties=species:S:1:pos:R:3:nbo_charge:R:1 method="wB97M-V/def2-TZVPD" charge=+2 fmax_ev_per_a=3.376 homo_ev=-14.720
C 1.14737 3.19784 2.84696 -0.60
C 0.12519 2.76787 3.91655 -0.40
C -1.12025 2.07506 3.33898 -0.40
C -0.81517 0.59817 3.01659 -0.26
N -0.08336 0.49246 1.73154 -0.65
C -0.69188 -0.31362 0.71470 0.33
C -2.07773 0.32538 0.40775 -0.43
C -2.60585 0.14777 -1.02970 -0.47
C -4.13676 0.01109 -1.14892 0.98
F -4.47193 -1.14122 -1.63552 -0.26
F -4.53656 0.95474 -2.03588 -0.33
F -4.76719 0.23544 -0.02008 -0.29
C -0.76849 -1.81943 1.15036 -0.31
S -2.05744 -2.82371 0.30475 2.37
O -3.32216 -2.28422 0.64970 -0.89
O -1.84257 -4.13534 0.74317 -0.83
F -1.74158 -2.76437 -1.23332 -0.46
N 0.53267 -2.30427 0.80755 -0.51
C 1.57799 -2.29063 1.80384 1.10
F 2.03536 -3.50519 1.96867 -0.26
F 2.58590 -1.53842 1.40057 -0.29
F 1.14238 -1.86124 2.97231 -0.30
C 0.78106 -1.66081 -0.44272 0.74
N 1.45908 -2.28831 -1.32578 -0.34
C 1.71021 -1.74583 -2.65701 -0.35
C 3.10594 -1.14378 -2.71468 0.77
O 3.70664 -0.83700 -1.70882 -0.56
O 3.61242 -1.01320 -3.92328 -0.64
C 2.04541 -3.66547 -1.06249 0.83
O 3.23166 -3.69903 -0.73483 -0.48
O 1.28976 -4.58395 -1.19360 -0.49
N 0.13901 -0.44803 -0.48593 -0.48
C 0.84419 0.76818 -0.93284 -0.28
C 0.25908 1.36967 -2.26047 -0.41
C 1.32735 1.76038 -3.31551 -0.07
O 1.20159 3.12697 -3.66650 -0.67
H 1.74884 2.32296 2.57842 0.18
H 0.67124 3.50592 1.91529 0.18
H 1.85696 3.93901 3.19607 0.25
H -0.15768 3.66241 4.46476 0.23
H 0.63542 2.09967 4.60585 0.22
H -1.88650 2.12916 4.11318 0.24
H -1.48444 2.62919 2.46905 0.16
H -0.12631 0.26332 3.78872 0.24
H -1.68481 -0.05571 3.08597 0.20
H 0.90050 0.29291 1.85287 0.41
H -2.78786 -0.02072 1.15338 0.33
H -1.96622 1.44945 0.61237 0.07
H -2.33900 1.08450 -1.57462 0.02
H -2.15121 -0.65000 -1.61234 0.34
H -1.06053 -2.01742 2.17580 0.32
H 0.93912 -1.07865 -3.02626 0.24
H 1.71914 -2.59987 -3.33809 0.29
H 4.49900 -0.62782 -3.86037 0.53
H 0.81848 1.56928 -0.19872 0.25
H 1.88999 0.54256 -1.12635 0.28
H -0.40167 2.23108 -1.99516 0.13
H -0.40268 0.60386 -2.66751 0.21
H 1.06742 1.23224 -4.22924 0.21
H 2.34503 1.53235 -2.99759 0.19
H 0.98426 3.64696 -2.89133 0.46
Be -2.44785 2.34940 -0.74023 1.38

3.
135
Properties=species:S:1:pos:R:3:mulliken_charge:R:1 method="wB97M-V/def2-TZVPD" charge=+1 fmax_ev_per_a=2.551 homo_ev=-11.170
C 4.01452 -2.47460 1.99864 -0.86
C 3.45824 -1.44023 1.02449 0.02
O 2.19494 -1.91885 0.48758 0.12
B 1.56869 -1.01099 -0.28543 -0.04
O 2.29576 -0.06163 -0.97518 -0.14
C -0.01435 -0.85368 -0.40694 0.09
N -0.97746 -1.66205 -0.64430 0.33
C -2.28454 -0.94589 -0.64742 -0.16
C -3.58000 -1.72162 -0.41201 -0.98
C -3.53227 -3.25134 -0.63944 -0.24
C -4.64594 -3.87679 0.18818 0.24
N -4.33617 -4.04985 1.55906 -0.56
O -5.73267 -4.20677 -0.30739 -0.60
C -1.98051 0.18342 0.34535 -0.08
C -2.87950 1.40282 0.22370 -0.69
C -4.18884 1.27530 0.98878 -0.39
C -0.53831 0.52420 -0.16459 -1.07
H 3.22807 -3.18796 2.20373 0.42
H 4.85412 -2.95041 1.52498 -0.15
H 4.36210 -1.97982 2.89568 0.25
H 3.32544 -0.46846 1.48703 0.28
H 4.18082 -1.32221 0.22791 0.17
H 2.22270 0.80572 -0.55543 -0.01
H -0.81584 -2.64234 -0.84184 0.33
H -2.35906 -0.47131 -1.62585 0.44
H -3.89849 -1.53840 0.60614 -0.02
H -4.30479 -1.33209 -1.11199 0.57
H -3.79166 -3.45892 -1.66893 0.33
H -2.58012 -3.69350 -0.37476 0.33
H -4.14664 -3.14575 1.97767 0.26
H -5.17296 -4.39615 2.01520 0.34
H -1.95883 -0.29903 1.31963 0.56
H -2.33196 2.24154 0.63900 0.41
H -3.08166 1.55708 -0.83105 0.43
H -4.90313 1.99482 0.60212 0.24
H -4.06731 1.49874 2.04342 0.45
H -4.66891 0.30200 0.90185 -0.74
H -0.03704 1.00912 0.66618 0.56
H -0.61213 1.10628 -1.07430 0.31
Br 5.71264 -3.56607 -1.25868 -0.02
C 7.29496 -4.43922 -0.51893 0.06
C 6.95288 -5.75162 0.13164 -0.57
Br 6.08546 -5.47886 1.85158 -0.14
H 7.74400 -3.73291 0.17108 0.35
H 7.94775 -4.59007 -1.37443 -0.40
H 7.85496 -6.32178 0.33914 0.41
H 6.27550 -6.35230 -0.46480 0.37
Br 6.59417 1.80229 -0.89869 -0.07
C 5.04594 2.04066 -2.04731 -0.24
C 4.32725 3.33883 -1.79004 -0.60
Br 3.29040 3.27748 -0.13904 -0.16
H 4.41100 1.17506 -1.88714 -0.06
H 5.42934 2.02438 -3.06469 0.40
H 3.60530 3.52856 -2.58043 0.35
H 4.99290 4.18917 -1.69611 0.43
Br -5.94906 -3.66406 -4.88603 -0.13
C -4.95868 -3.08220 -6.45323 -0.56
C -3.50580 -3.43233 -6.31683 -0.62
Br -2.57420 -2.22998 -5.09650 -0.13
H -5.13015 -2.01787 -6.56786 0.35
H -5.39995 -3.61438 -7.29219 0.35
H -2.98854 -3.32436 -7.26698 0.35
H -3.35724 -4.43660 -5.93675 0.38
Br 1.31534 -2.52182 -4.96157 -0.14
C 2.90154 -3.03656 -3.96497 -0.28
C 2.66990 -4.36798 -3.30498 -0.51
Br 1.58436 -4.14576 -1.69700 -0.13
H 3.12496 -2.25040 -3.25090 0.10
H 3.69954 -3.09381 -4.70150 0.30
H 3.60155 -4.79884 -2.94499 0.19
H 2.16805 -5.07811 -3.95170 0.50
Br 11.36893 4.69588 -0.10874 -0.14
C 9.67400 4.39563 0.79792 -0.43
C 9.76746 3.28557 1.80774 -0.60
Br 9.78664 1.53816 0.95078 -0.15
H 8.93759 4.19567 0.02697 0.21
H 9.43857 5.33502 1.29215 0.38
H 8.88967 3.27976 2.45014 0.26
H 10.66170 3.34240 2.41822 0.45
Br -6.80149 -0.64723 1.70734 -0.05
C -8.49248 -1.38709 1.07978 -0.47
C -9.12055 -0.48008 0.06121 -0.50
Br -9.89233 1.08902 0.90677 -0.11
H -9.11976 -1.52230 1.95442 0.42
H -8.24971 -2.35772 0.65044 0.20
H -9.94466 -0.98155 -0.43998 0.20
H -8.41334 -0.11790 -0.67498 0.43
Br -11.89004 -5.26900 -1.64616 -0.11
C -11.24262 -4.65606 0.08108 -0.44
C -12.30313 -3.90682 0.84268 -0.58
Br -12.56814 -2.11199 0.13597 -0.12
H -10.36231 -4.05248 -0.11276 0.16
H -10.95384 -5.55578 0.61898 0.37
H -12.00144 -3.76768 1.87813 0.34
H -13.26851 -4.39858 0.81050 0.41
Br 6.52682 -4.99575 -5.85091 -0.14
C 7.84280 -3.67632 -5.29098 -0.51
C 9.20916 -4.28213 -5.11088 -0.59
Br 9.31580 -5.31484 -3.46471 -0.14
H 7.46370 -3.22857 -4.37821 0.24
H 7.86160 -2.93082 -6.08208 0.40
H 9.95833 -3.50078 -5.01175 0.36
H 9.48801 -4.95179 -5.91632 0.38
Br -6.85600 4.64324 1.14014 -0.13
C -8.69878 5.01058 0.63505 -0.19
C -9.30310 6.08557 1.49578 -0.56
Br -9.76852 5.40948 3.25924 -0.13
H -9.23335 4.06924 0.69821 0.08
H -8.65340 5.33284 -0.40288 0.35
H -10.24019 6.43550 1.06779 0.32
H -8.63918 6.92990 1.64817 0.25
Br 6.84374 -0.36440 2.93096 -0.03
C 8.52014 -0.94842 3.73124 -0.66
C 8.74773 -0.31740 5.07834 -0.58
Br 9.29547 1.54008 4.90359 -0.11
H 9.30259 -0.70462 3.02027 0.26
H 8.43498 -2.02833 3.82740 0.38
H 9.56418 -0.81337 5.59722 0.41
H 7.86278 -0.32495 5.70484 0.38
Br -7.37834 9.24121 0.10573 -0.12
C -9.22244 9.60675 -0.40140 -0.55
C -9.83308 10.67994 0.45683 -0.57
Br -10.29973 10.00248 2.21944 -0.13
H -9.75909 8.66652 -0.33842 0.27
H -9.17657 9.92741 -1.43929 0.38
H -10.76786 11.02724 0.02386 0.35
H -9.16893 11.52311 0.60844 0.38
Br 8.81203 6.55246 5.74952 -0.14
C 8.18588 5.86989 7.46164 -0.58
C 7.98980 4.37946 7.42351 -0.49
Br 6.37000 3.89093 6.46407 -0.11
H 7.27425 6.40628 7.69870 0.38
H 8.95976 6.13297 8.17843 0.35
H 7.86055 3.98449 8.42814 0.35
H 8.80808 3.86226 6.93430 0.23